Run one
The following is a DFT calculation (ωB97M-V/def2-TZVPD) of an isolated molecule of C3H5N3O.

The geometry in XYZ format:
```
12
Properties=species:S:1:pos:R:3
C 1.699 0.206 -0.060
N 0.306 -0.082 0.112
C -0.370 -1.235 0.008
N -1.657 -1.146 -0.085
C -1.894 0.192 -0.135
O -2.937 0.770 0.045
N -0.663 0.918 -0.164
H 1.895 0.895 -0.945
H 2.108 0.718 0.808
H 2.037 -0.837 -0.088
H 0.203 -2.173 0.064
H -0.727 1.773 0.441
```

The LUMO energy comes out at 0.526 eV.

***

Run two
The following is a DFT calculation (ωB97M-V/def2-TZVPD) of an isolated molecule of C3H5N3O.

The geometry in XYZ format:
```
12
Properties=species:S:1:pos:R:3
N 0.936 0.429 0.879
C 0.344 -0.306 -0.270
C -0.919 0.044 -0.040
N 1.157 -1.009 -1.144
C -0.566 0.861 1.227
O -2.129 -0.079 -0.630
N 0.378 1.817 1.068
H -2.032 -0.347 -1.553
H 1.303 -0.088 1.674
H 0.660 -1.480 -1.889
H 1.937 -0.465 -1.498
H -1.068 0.625 2.175
```

The LUMO energy comes out at 0.395 eV.

***

run one (432.3 kJ/mol below the next structure)

***

Run one
The following is a DFT calculation (ωB97M-V/def2-TZVPD) of an isolated molecule of C3H5N3O.

The geometry in XYZ format:
```
12
Properties=species:S:1:pos:R:3
O 2.045 1.460 0.162
C 0.839 1.188 0.840
C 0.026 0.087 0.216
N -1.323 0.201 0.041
C -1.644 -0.946 -0.515
N -0.543 -1.700 -0.672
N 0.543 -1.053 -0.208
H 1.823 1.673 -0.753
H 0.186 2.069 0.912
H 1.130 0.909 1.857
H -2.633 -1.263 -0.819
H -0.449 -2.626 -1.061
```

The LUMO energy comes out at 0.844 eV.

***

Run two
The following is a DFT calculation (ωB97M-V/def2-TZVPD) of an isolated molecule of C3H5N3O.

The geometry in XYZ format:
```
12
Properties=species:S:1:pos:R:3
N 1.943 -0.333 -0.081
C 0.605 0.118 -0.039
C -0.188 1.204 -0.103
N -1.488 0.698 0.018
C -1.516 -0.697 0.157
O -2.519 -1.376 0.276
N -0.151 -1.018 0.118
H 2.410 -0.300 -0.971
H 2.522 -0.133 0.716
H 0.025 2.255 -0.222
H -2.339 1.240 0.009
H 0.696 -1.660 0.124
```

The LUMO energy comes out at 0.709 eV.

***

run one (16.8 kJ/mol below the next structure)

***

Run one
The following is a DFT calculation (ωB97M-V/def2-TZVPD) of an isolated molecule of C3H5N3O.

The geometry in XYZ format:
```
12
Properties=species:S:1:pos:R:3
N 0.143 1.744 -0.166
C 0.444 0.372 -0.052
C 1.617 -0.305 0.018
O 1.396 -1.621 0.125
N 0.034 -1.853 0.144
C -0.530 -0.678 0.048
N -1.913 -0.506 0.141
H 0.119 2.216 0.730
H 0.732 2.248 -0.814
H 2.653 0.009 0.038
H -2.340 -0.305 -0.762
H -2.353 -1.322 0.550
```

The LUMO energy comes out at 0.895 eV.

***

Run two
The following is a DFT calculation (ωB97M-V/def2-TZVPD) of an isolated molecule of C3H5N3O.

The geometry in XYZ format:
```
12
Properties=species:S:1:pos:R:3
N -1.966 -0.458 0.133
C -0.574 -0.727 0.132
N -0.056 -1.989 0.049
O 1.193 -2.057 0.072
C 0.414 0.229 0.105
C 1.725 0.277 -0.040
N 0.633 1.655 0.078
H -2.407 -0.816 -0.709
H -2.418 -0.924 0.913
H 2.615 0.305 0.568
H 0.365 2.156 0.919
H 0.411 2.145 -0.779
```

The LUMO energy comes out at 0.362 eV.

***

run one (436.3 kJ/mol below the next structure)

***

Run one
The following is a DFT calculation (ωB97M-V/def2-TZVPD) of a cluster of 2 separate species, C3H8OS in total.

The geometry in XYZ format:
```
13
Properties=species:S:1:pos:R:3
C -1.341 1.553 -0.123
C -1.621 0.949 1.054
O -0.663 0.580 1.990
H -2.100 1.693 -0.860
H -0.321 1.927 -0.371
H -2.642 0.715 1.362
H -0.019 0.109 1.474
C 1.394 -0.963 -1.173
S 0.817 -1.842 0.340
H 2.319 -0.468 -0.997
H 1.506 -1.689 -1.977
H 0.644 -0.170 -1.395
H 2.027 -2.393 0.677
```

The LUMO energy comes out at 0.711 eV.

***

Run two
The following is a DFT calculation (ωB97M-V/def2-TZVPD) of a structure of composition C3H8OS.

The geometry in XYZ format:
```
13
Properties=species:S:1:pos:R:3
C -0.326 0.431 -1.292
C -0.680 -0.295 0.053
C 0.441 -0.601 0.981
H 1.185 2.277 -0.463
H 0.227 -0.101 -2.109
H -1.232 0.644 -1.911
H -1.074 -1.280 -0.377
H -1.731 0.164 0.330
H 1.188 0.253 1.070
H 1.218 -1.223 0.399
H 0.718 -1.696 2.700
O -0.179 -0.917 2.179
S 0.246 2.344 -1.559
```

The LUMO energy comes out at 0.120 eV.

***

Run three
The following is a DFT calculation (ωB97M-V/def2-TZVPD) of a structure of composition C3H8OS.

The geometry in XYZ format:
```
13
Properties=species:S:1:pos:R:3
C 1.914 0.918 0.044
C 0.299 -1.064 0.346
C -1.934 0.024 -0.386
H 2.796 1.931 -0.260
H 0.919 0.997 -0.500
H 1.884 1.050 1.098
H 0.116 -0.721 1.377
H -0.267 -2.134 0.174
H -2.464 0.655 -1.155
H -2.584 -0.198 0.690
H -2.308 -0.875 -0.781
O -0.382 0.152 -0.189
S 2.012 -0.736 -0.459
```

The LUMO energy comes out at 0.752 eV.

***

run one (237.4 kJ/mol below the next structure)

***

Run one
The following is a DFT calculation (ωB97M-V/def2-TZVPD) of an isolated molecule of C3H8OS.

The geometry in XYZ format:
```
13
Properties=species:S:1:pos:R:3
C 1.808 -1.340 0.044
S 0.281 -0.891 0.518
O -0.616 -2.007 0.666
C -0.349 0.266 -0.765
C -1.161 1.377 -0.141
H 2.160 -2.216 0.563
H 2.499 -0.512 0.043
H -0.119 0.069 1.748
H 0.524 0.637 -1.297
H -0.946 -0.352 -1.434
H -2.054 0.974 0.331
H -0.571 1.892 0.618
H -1.457 2.102 -0.894
```

The LUMO energy comes out at 0.476 eV.

***

Run two
The following is a DFT calculation (ωB97M-V/def2-TZVPD) of a cluster of 2 separate species, C3H8OS in total.

The geometry in XYZ format:
```
13
Properties=species:S:1:pos:R:3
C 1.965 1.898 0.813
O 2.568 1.173 0.106
H 1.998 1.751 2.083
H 1.264 2.681 0.548
C -0.208 -1.545 0.137
C -1.044 -0.665 -0.899
S -1.894 0.698 -0.029
H 0.899 -1.519 0.073
H -0.360 -1.126 1.092
H -0.448 -2.607 0.027
H -1.723 -1.392 -1.309
H -0.287 -0.386 -1.626
H -2.731 1.041 -1.015
```

The LUMO energy comes out at 0.803 eV.

***

run two (185.2 kJ/mol below the next structure)

***

Run one
The following is a DFT calculation (ωB97M-V/def2-TZVPD) of an isolated molecule of C3H8OS.

The geometry in XYZ format:
```
13
Properties=species:S:1:pos:R:3
C 1.780 -0.765 -0.018
O 0.512 -0.409 -0.517
C -0.210 0.703 0.125
C -1.617 0.780 -0.309
S -2.516 -0.862 -0.087
H 2.320 -1.509 -0.695
H 2.506 -0.012 -0.101
H 1.464 -1.168 1.022
H -0.115 0.623 1.240
H 0.525 1.433 -0.122
H -1.592 1.366 -1.266
H -2.087 1.315 0.625
H -0.971 -1.495 0.104
```

The LUMO energy comes out at 0.825 eV.

***

Run two
The following is a DFT calculation (ωB97M-V/def2-TZVPD) of a cluster of 2 separate species, C3H8OS in total.

The geometry in XYZ format:
```
13
Properties=species:S:1:pos:R:3
C 0.634 -1.954 -0.918
C 1.124 -0.550 -0.581
O 1.067 0.388 -1.307
H -0.216 -2.148 -0.256
H 0.251 -1.927 -1.939
H 1.325 -2.773 -0.753
H 1.507 -0.514 0.455
C -1.338 1.271 0.924
S 0.136 2.175 1.565
H -2.207 1.834 1.245
H -1.407 0.268 1.344
H -1.269 1.170 -0.151
H 0.394 2.762 0.373
```

The LUMO energy comes out at 0.890 eV.

***

Run three
The following is a DFT calculation (ωB97M-V/def2-TZVPD) of a cluster of 2 separate species, C3H8OS in total.

The geometry in XYZ format:
```
13
Properties=species:S:1:pos:R:3
O 1.630 1.776 -0.999
C 1.374 1.501 0.430
C 0.836 0.163 0.716
S 1.559 -1.106 -0.043
H 1.394 0.909 -1.338
H 2.298 1.592 0.934
H 0.622 2.280 0.759
H -0.014 0.019 1.348
C -1.898 -1.408 -0.436
H -2.074 -0.855 0.601
H -0.842 -1.515 -0.579
H -2.444 -0.958 -1.201
H -2.441 -2.398 -0.191
```

The LUMO energy comes out at -0.963 eV.

***

run two (120.6 kJ/mol below the next structure)

***

Run one
The following is a DFT calculation (ωB97M-V/def2-TZVPD) of an isolated molecule of C6H6N2.

The geometry in XYZ format:
```
14
Properties=species:S:1:pos:R:3
N 3.137 -0.129 -0.132
C 2.003 0.122 -0.207
C 0.565 0.268 -0.600
C -0.416 -1.002 0.108
C -1.909 -0.758 -0.442
C -1.836 0.572 -0.391
C -0.612 1.056 0.338
N -0.592 -0.142 1.249
H 0.418 0.435 -1.575
H 0.031 -1.963 0.461
H -2.575 -1.091 -1.339
H -2.713 1.245 -0.463
H -0.257 2.043 0.635
H 0.506 -0.313 1.624
```

The LUMO energy comes out at 0.459 eV.

***

Run two
The following is a DFT calculation (ωB97M-V/def2-TZVPD) of a structure of composition C6H6N2.

The geometry in XYZ format:
```
14
Properties=species:S:1:pos:R:3
C 0.537 -1.438 1.171
C -0.066 -0.124 1.054
C -1.097 0.126 -0.089
C 0.734 0.807 0.073
C 0.841 -0.015 -1.249
C -0.415 -0.504 -1.272
H -0.292 0.206 2.058
H -2.141 -0.045 0.215
H -0.868 2.246 0.279
H 1.602 1.418 0.341
H 1.773 -0.409 -1.708
H -1.034 -1.233 -1.907
N 0.947 -2.506 1.276
N -0.519 1.471 -0.240
```

The LUMO energy comes out at 0.829 eV.

***

run two (189.5 kJ/mol below the next structure)

***

Run one
The following is a DFT calculation (ωB97M-V/def2-TZVPD) of an isolated molecule of C6H6N2.

The geometry in XYZ format:
```
14
Properties=species:S:1:pos:R:3
H 0.491 1.973 2.185
N 0.858 2.291 1.256
C 0.515 1.479 0.385
C 0.782 1.360 -0.934
C 0.602 0.499 -1.819
C 0.121 -0.904 -1.647
C -0.680 -0.843 -0.346
C -0.051 0.051 0.778
N -0.151 -0.013 2.047
H -0.450 -0.920 2.522
H -0.547 -1.381 -2.324
H 1.079 -1.447 -1.632
H -0.878 -1.852 -0.004
H -1.691 -0.293 -0.466
```

The LUMO energy comes out at 0.025 eV.

***

Run two
The following is a DFT calculation (ωB97M-V/def2-TZVPD) of an isolated molecule of C6H6N2.

The geometry in XYZ format:
```
14
Properties=species:S:1:pos:R:3
C 0.131 -1.068 -0.576
C -0.615 0.200 0.043
C 0.075 1.344 0.863
C -1.146 0.407 1.436
C -0.832 -0.679 2.343
N -0.581 -1.573 2.987
C -2.412 1.030 1.428
N -3.369 1.646 1.499
H -0.247 -1.989 -0.145
H 1.251 -0.936 -0.568
H -0.169 -1.092 -1.553
H -1.391 0.395 -0.738
H 0.992 1.042 1.258
H 0.010 2.347 0.690
```

The LUMO energy comes out at 0.693 eV.

***

run two (214.7 kJ/mol below the next structure)